(A)
10
Properties=species:S:1:pos:R:3 method="wB97M-V/def2-TZVPD" lumo_energy_ev="-0.491 / -0.491" charge=0 spin_multiplicity=1
C 0.8264 -1.0621 0.7291
H -0.7373 0.0042 -1.2745
H 0.9655 -1.1945 1.7081
H 0.0129 -1.7032 0.3989
H -2.0783 0.1746 -0.0614
N -0.2142 0.8297 0.4331
I 2.5700 -1.4382 -0.3687
C -1.1891 0.6696 -0.5431
H -1.4696 1.7482 -0.8466
I 1.3137 1.9716 -0.1748

---

(B)
10
Properties=species:S:1:pos:R:3 method="wB97M-V/def2-TZVPD" lumo_energy_ev=0.055 charge=0 spin_multiplicity=1
C 0.0163 1.0896 1.1935
H 0.1660 1.6814 0.3559
I -0.5901 2.1783 2.9393
H -0.7645 -1.7531 -0.5940
H -0.8446 -0.2310 -1.3384
I -2.7882 -0.0670 0.9756
H 0.9943 0.7635 1.6423
H 0.8122 -0.7504 -0.4195
C -0.3722 -0.7383 -0.4482
N -0.7933 -0.3662 0.8324

---

Which of them is most stable, and which least? Most stable: (B); least stable: (A).

---

(A)
21
Properties=species:S:1:pos:R:3 method="wB97M-V/def2-TZVPD" lumo_energy_ev=0.119 smiles=NCN.O.O.O.O charge=0 spin_multiplicity=1
H 0.5207 2.0220 0.2248
H 2.4049 2.6572 -1.7839
H -0.3609 -0.5788 -0.1016
H -0.4947 -1.4236 1.9918
H 0.6052 0.3866 -1.8079
H 0.8309 2.8678 -1.8741
H 0.2764 -1.6671 -2.7074
H -0.6703 -2.7505 -2.3477
O -0.6721 -2.0038 -2.9334
H -1.8080 -0.6520 2.3151
O -0.4819 -0.2130 0.7953
H -1.7251 0.2669 3.5187
N 1.3934 2.3658 0.0022
H -0.8848 0.6918 0.6748
O -2.3496 -0.2388 3.0438
H 2.0924 1.9277 0.4960
N 1.3147 0.9624 -2.2130
O -0.3329 -2.3118 2.2435
H -0.1639 -2.3476 3.1603
H 1.8854 0.3574 -2.7287
C 1.5378 2.1807 -1.4581

---

(B)
21
Properties=species:S:1:pos:R:3 method="wB97M-V/def2-TZVPD" lumo_energy_ev=0.425 smiles=NCN.O.O.O.O charge=0 spin_multiplicity=1
H -1.6104 -0.1746 -1.9569
O 0.0425 1.5476 2.2128
N -2.4757 -0.1667 0.0562
H 2.5003 1.2392 0.7482
O 0.7304 -2.7151 -3.1164
H -2.1346 0.8352 0.1569
H -0.6545 -2.1020 -0.0052
H 1.3450 2.7981 2.3105
H -3.4198 -0.1692 0.1761
H 0.3348 -0.8745 -0.4275
H -0.0854 0.9492 1.4897
C -1.7529 -0.8396 -1.1251
H 2.8719 0.4211 -0.5986
O 2.3281 0.4288 0.1415
N -0.4718 -1.4333 -0.7132
H 2.5072 2.5891 3.0441
H -2.3433 -1.6099 -1.3590
H -0.6578 2.2779 2.1379
H 0.5092 -2.5585 -2.0769
O 2.2772 3.0432 2.2595
H 0.1595 -3.4861 -3.3545

---

(C)
21
Properties=species:S:1:pos:R:3 method="wB97M-V/def2-TZVPD" lumo_energy_ev=0.604 smiles=NCN.O.O.O.O charge=0 spin_multiplicity=1
C 1.9024 0.3801 0.4178
O -3.1607 0.1452 0.2978
H -1.4065 -0.2392 -2.5637
N 0.9988 0.9340 -0.5657
H 0.3644 0.2370 -0.9555
H -1.3347 2.3692 1.7351
H -1.7554 -0.1615 -1.0676
H 0.0045 -3.3085 -0.2984
H 2.3743 -1.5754 0.7336
H -2.6528 0.9439 0.5683
H -4.0189 0.5807 0.1944
H -0.2723 -2.0656 0.5144
O -1.2469 1.9908 0.8529
H 1.3566 1.6258 -1.2033
H 3.5672 -0.7334 -0.0053
O -1.2425 -0.6732 -1.7200
H -0.3131 1.9667 0.5507
H 1.3892 0.2648 1.3755
H 2.6921 1.1178 0.5660
O 0.1867 -2.9109 0.5628
N 2.5675 -0.8884 0.0102

---

Which of them is most stable, and which least? Most stable: (C); least stable: (A).

---

(A)
95
Properties=species:S:1:pos:R:3 method="wB97M-V/def2-TZVPD" lumo_energy_ev="-1.047 / -1.985" s2=2.062 charge=0 spin_multiplicity=3
C 1.8764 -4.3258 -0.7253
C -4.3500 4.4285 4.1410
C -0.8271 2.3058 -0.8912
S 3.2233 3.3605 -4.4917
H -5.2140 2.6434 4.9584
H -2.3275 1.6077 1.6210
H -3.8597 0.2371 2.7366
C 1.3132 -5.4797 1.3798
C 2.2082 4.3180 -2.3382
C 2.0175 -0.6941 -1.3065
As 0.1148 -1.3719 4.7586
C -3.2170 1.2452 1.0963
H -6.3105 4.7675 4.5922
N -5.5455 5.0954 4.0239
C -3.1557 5.0566 3.7694
S 2.3269 3.4967 3.4752
O -3.9561 -1.2760 0.2587
H 4.5243 3.7264 2.3944
C -1.4886 4.4270 -2.6934
H -1.0299 4.8759 3.6380
H -3.6013 2.0487 0.4661
S -0.3618 2.2906 4.5249
H -3.1734 6.0939 3.4629
C 1.9541 1.5815 -1.0657
C 1.3683 -4.2793 0.5782
C -0.8727 2.1253 -2.2991
C 3.6214 3.1550 2.3605
N 1.7079 0.3823 -0.5348
Cl -0.6932 3.9590 1.2058
N 2.0720 1.5982 1.7651
C 1.7215 -1.9304 -0.7364
H 3.2479 5.6756 -5.2126
O -1.7606 -0.9473 -0.8749
H 1.7031 2.4383 -0.4557
C 2.7025 -3.0258 -2.6792
H 2.1663 6.4223 -2.9382
O -0.7103 1.3573 -0.0417
C -1.9475 3.0472 4.2534
C -1.9620 4.3731 3.8476
Cl -1.5850 6.2667 -0.7337
H 3.4339 -1.7567 -4.2121
C 1.3926 -6.9572 3.1569
H -3.0538 1.4131 5.0382
C 1.2815 -7.8354 2.1266
H 1.7958 4.4293 -1.3518
S 1.2127 -7.0422 0.6066
H 2.1536 -5.2681 -1.1717
H -4.4901 -0.9594 1.0005
P -2.8093 -0.2191 -0.0761
C 2.5908 3.1201 -2.8857
C 2.9708 5.0509 -4.3863
C -0.9837 3.6568 -0.4720
Cl -2.0034 5.6711 -3.7605
Cl -1.2771 2.8432 -4.8597
C -3.1124 2.4192 4.6541
H 1.2545 -8.9073 2.1700
C -1.2080 3.1514 -3.1696
C 2.4215 5.4112 -3.1968
C 2.8576 0.6628 -3.0982
C 2.0788 -3.1316 -1.3993
H 3.3065 0.7884 -4.0721
N -3.3954 -0.3938 -2.6728
H 2.9744 -3.9404 -3.1841
C -4.3079 3.1071 4.6003
C 1.4070 -5.6152 2.7376
H -5.4851 6.0954 3.9274
N -4.2678 0.7638 1.9635
C 3.3195 2.1199 1.5568
H 1.4904 -4.7909 3.4213
S 1.7715 -0.9726 3.2196
N 1.1207 -1.8760 0.4841
H -3.2022 -0.0015 -3.5959
H -4.7644 0.7352 -1.4876
C 2.6277 -0.6038 -2.5821
H -3.2277 1.5428 -1.8583
O -0.5427 1.2050 5.4424
C 0.9660 -3.0499 1.1074
H -4.1054 -1.1244 -2.7136
S -1.8965 -0.6863 3.6911
S -0.1941 -3.4468 4.8313
Cl -0.4699 0.5861 -2.9621
H -4.7620 1.5462 2.3785
Mo 0.7403 0.0584 1.3083
C -1.3323 4.6818 -1.3313
H 1.4678 -7.2495 4.1869
H 3.9487 1.6896 0.7938
C 1.4296 2.2002 2.7483
C -3.6931 0.5890 -1.6181
C 2.9558 -1.8247 -3.2470
N 0.2267 1.7325 3.0670
O 0.4945 3.3674 4.9615
S -1.4017 -1.0955 1.7641
H 0.5050 -3.0482 2.0893
H -2.4856 -0.8267 -2.1858
C 2.4782 1.7847 -2.3445

---

(B)
95
Properties=species:S:1:pos:R:3 method="wB97M-V/def2-TZVPD" lumo_energy_ev="-1.359 / -1.532" s2=2.030 charge=0 spin_multiplicity=3
H 4.5254 -1.9774 4.0971
Cl -0.4449 4.1340 4.0163
N 1.5132 4.5371 -3.0156
N 0.9222 -2.0086 0.2986
H 1.1374 3.1427 -4.6027
C -6.0546 -4.0905 -0.5693
H -3.3337 -2.6668 -2.0195
As 2.2079 -2.4288 -3.4298
H 2.0315 2.4995 -3.2220
C 2.0125 5.9590 0.7287
H -1.3691 -0.3113 -4.2566
H -1.7383 0.3265 -2.7945
C -6.2462 -1.6853 -0.5924
C -1.0315 -0.3134 1.8005
N 2.2414 0.1931 0.7853
C 5.2618 4.9559 1.7039
H 2.6202 2.1493 0.3202
Mo 0.7230 -0.0510 -0.7704
C 5.7612 4.7613 2.9543
H -2.8711 -7.4166 -1.2407
C 3.7712 -2.0123 3.3214
C 0.1767 -3.0742 0.1016
S -4.3659 -0.0114 -1.6455
C 2.8931 1.3286 0.9708
C -5.0160 -1.5944 -1.2275
C -1.4417 -7.5624 0.4214
H -6.7799 -0.7780 -0.3431
O -0.1619 1.4559 -1.8105
O -4.3563 0.0846 -3.0970
H -0.0445 -0.3569 2.2348
C 0.6674 4.1605 1.5639
H 0.1240 -6.9630 1.8502
C -0.5142 -6.6775 1.0265
C -2.1220 -6.9768 -0.6022
C 2.5584 -0.8756 1.5505
N -1.8181 0.4925 -3.8219
H -7.3218 -5.3688 0.4056
C -2.1713 -0.3642 2.5017
H 1.6777 4.4590 -1.4300
N -2.8156 -0.0498 -1.2205
C 4.1674 0.4027 2.7635
C -1.1848 1.7797 -4.2218
H 2.2143 4.9994 -3.5801
H -2.2904 -0.4479 3.5684
C -4.8128 -3.9832 -1.2066
C 1.8417 -2.0695 1.2871
H -4.2521 -4.8825 -1.4357
C 1.0933 6.0835 2.9533
C 1.4469 4.6981 0.5371
S 3.2786 -3.0835 -1.7579
S 2.8406 -0.2314 -3.8328
C 2.0775 -3.2073 2.0535
P -0.3539 2.6183 -2.7985
Cl -0.1025 2.6424 1.2964
N -1.1637 -0.1642 0.4266
C -4.3006 -2.7460 -1.5356
C 1.8445 6.6458 1.9250
H -7.7270 -2.9972 0.2243
C 0.3340 -4.2827 0.8042
C 3.5157 -0.8204 2.5593
C 4.5223 2.7951 2.1209
H -5.9450 -6.1079 -0.2391
C -0.5075 -5.4345 0.4562
C 1.3046 -4.3425 1.7782
Cl 0.8974 6.9215 4.4421
C -6.7654 -2.9247 -0.2700
Cl 2.9752 6.6161 -0.5424
H -2.8360 0.4639 -3.9615
H -1.9513 2.4527 -4.5999
H -0.5602 -2.9867 -0.6835
C 4.5515 3.8253 1.2231
C 3.8740 1.4895 1.9665
S -1.6415 -5.3581 -0.8378
H 1.4815 -5.2541 2.3347
C -2.4490 -0.1111 0.0603
H 5.3942 5.8680 1.1403
C 3.0851 -3.1492 3.0772
Cl 2.5946 8.1769 2.1417
S 0.2036 -1.5327 -2.5091
S 5.3765 3.2112 3.5577
H -0.4598 1.5841 -5.0086
O 1.6828 3.9542 -0.5423
S 2.8125 0.4668 -1.9003
C 1.2343 3.1812 -3.5127
O -1.1167 3.8100 -2.3682
H 0.6550 5.0826 -3.0279
H 4.1026 3.7761 0.2400
N -6.5833 -5.3326 -0.2751
H -1.5884 -8.5872 0.7286
O -5.1276 0.9694 -0.9206
C 0.4992 4.8368 2.7651
H 6.3347 5.4466 3.5570
S -3.5224 -0.2198 1.4410
H 3.2809 -4.0438 3.6549
H 4.9174 0.4783 3.5426

---

Which of them is most stable, and which least? Most stable: (B); least stable: (A).

---

(A)
14
Properties=species:S:1:pos:R:3 method="wB97M-V/def2-TZVPD" lumo_energy_ev="-5.252 / -5.251" charge=+1 spin_multiplicity=1
H 0.3285 -1.9451 0.8744
H 1.4761 -0.9228 -0.0576
O 2.1905 0.2035 -1.2293
S -0.8829 1.3868 1.6600
C -0.4338 -0.6159 -0.2784
H -0.8284 -1.3398 -1.0112
S 0.7566 0.8380 -1.9156
C -1.4183 0.3318 0.2576
H -1.7295 1.1281 -0.4762
H -1.6207 2.4643 1.3392
N 0.6323 -0.9892 0.5788
H 2.8740 -0.1462 -1.7546
H 0.9169 -0.3007 1.3592
H -2.2612 -0.0927 0.6538

---

(B)
14
Properties=species:S:1:pos:R:3 method="wB97M-V/def2-TZVPD" lumo_energy_ev=-4.602 charge=+1 spin_multiplicity=1
H 1.9754 -1.3162 -2.2629
C -0.0877 -1.0271 0.3614
S -1.1127 1.8946 -0.3046
H 0.1448 0.0819 -1.5563
H -2.0894 3.8813 0.2957
O -2.1632 2.9741 0.5706
H -1.8481 2.9053 1.5028
H -0.4220 -0.0794 0.8738
C 0.5225 -0.7064 -0.8632
S 0.7589 -2.3430 1.2439
N 1.5971 -1.3455 -1.3247
H -1.1849 -1.2672 0.1779
H 1.8923 -1.7053 1.9141
H 2.0169 -1.9473 -0.6285

---

Which of them is most stable, and which least? Most stable: (B); least stable: (A).